(1)
Computed, not measured: the molecule C4H7NO2, with ωB97M-V/def2-TZVPD.

Lowest unoccupied orbital energy: 0.0241 Eh
Structure (SMILES): C[C@@H](C=O)C(N)=O
2S+1: 1
Energy above the lowest of the compared OMol25 structures with the same formula, charge and spin: 46.0 kJ/mol

Positions of all 14 atoms, in Å:
C  -0.583  0.232  1.524
C  0.304  -0.010  0.309
C  0.849  -1.433  0.300
O  0.808  -2.175  1.248
C  -0.467  0.179  -0.997
O  -1.484  -0.451  -1.224
N  0.084  1.036  -1.900
H  -1.483  -0.383  1.442
H  -0.056  -0.049  2.439
H  -0.880  1.282  1.594
H  1.183  0.654  0.329
H  1.315  -1.754  -0.656
H  0.838  1.658  -1.658
H  -0.428  1.215  -2.751

(2)
Computed, not measured: the molecule C4H7NO2, with ωB97M-V/def2-TZVPD.

Lowest unoccupied orbital energy: 0.0260 Eh
Structure (SMILES): CC1(C)ON1C=O
2S+1: 1
Energy above the lowest of the compared OMol25 structures with the same formula, charge and spin: 315.8 kJ/mol

Positions of all 14 atoms, in Å:
C  -0.084  -0.289  0.288
C  -0.214  -0.020  1.766
C  1.317  -0.466  -0.234
N  -1.065  0.266  -0.548
C  -1.022  0.826  -1.792
O  -1.116  -1.120  -0.287
O  -1.520  0.400  -2.795
H  -0.559  1.832  -1.699
H  -1.256  -0.100  2.071
H  0.371  -0.740  2.326
H  1.694  -1.434  0.096
H  1.336  -0.455  -1.323
H  0.150  0.983  1.982
H  1.968  0.318  0.148